1.
Below is one molecule with the formula C21H30NOP, with properties calculated with ωB97M-V with the def2-TZVPD basis set.

Energy ... -35091.1868 eV
HOMO-LUMO gap ... 0.3224 hartree
Energy above the lowest of the compared OMol25 structures with the same formula, charge and spin ... 6.5 kcal/mol
Spin multiplicity ... 1
SMILES ... CCCCN(CCCC)CP(=O)(c1ccccc1)c1ccccc1

Last columns: bonded neighbours and bond lengths (Å).
Element x y z (Å)
1 C 2.8470 -1.7759 -3.6205  C2 1.524, H28 1.088, H29 1.088, H30 1.087
2 C 3.3577 -1.6303 -2.1916  C1 1.524, C3 1.528, H26 1.092, H27 1.092
3 C 2.3061 -1.9733 -1.1381  C2 1.528, H4 1.091, H5 1.092, C6 1.531
4 H 2.7773 -1.9561 -0.1539  C3 1.091
5 H 1.9248 -2.9825 -1.3067  C3 1.092
6 C 1.1318 -0.9911 -1.1300  C3 1.531, N7 1.452, H24 1.092, H25 1.099
7 N 0.2692 -1.2351 0.0122  C6 1.452, C8 1.423, C11 1.449
8 C 0.6242 -0.4471 1.1424  N7 1.423, H9 1.090, H10 1.098, P31 1.899
9 H -0.0438 -0.6677 1.9755  C8 1.090
10 H 1.6478 -0.6897 1.4560  C8 1.098
11 C -1.1556 -1.3301 -0.2346  N7 1.449, C12 1.533, H22 1.091, H23 1.100
12 C -1.7960 -2.4187 0.6347  C11 1.533, C13 1.528, H20 1.092, H21 1.092
13 C -1.1355 -3.7843 0.4500  C12 1.528, C14 1.524, H18 1.092, H19 1.091
14 C -1.3824 -4.3889 -0.9267  C13 1.524, H15 1.087, H16 1.088, H17 1.088
15 H -0.9173 -3.7889 -1.7040  C14 1.087
16 H -0.9624 -5.3909 -0.9780  C14 1.088
17 H -2.4492 -4.4547 -1.1319  C14 1.088
18 H -1.5234 -4.4653 1.2110  C13 1.092
19 H -0.0625 -3.6712 0.6110  C13 1.091
20 H -1.7196 -2.1351 1.6868  C12 1.092
21 H -2.8575 -2.4813 0.3847  C12 1.092
22 H -1.3127 -1.5819 -1.2841  C11 1.091
23 H -1.6654 -0.3728 -0.0487  C11 1.100
24 H 0.5569 -1.0996 -2.0518  C6 1.092
25 H 1.5230 0.0354 -1.0943  C6 1.099
26 H 4.2155 -2.2927 -2.0544  C2 1.092
27 H 3.7017 -0.6065 -2.0297  C2 1.092
28 H 2.4510 -2.7764 -3.7833  C1 1.088
29 H 3.6558 -1.6092 -4.3284  C1 1.088
30 H 2.0612 -1.0547 -3.8309  C1 1.087
31 P 0.7632 1.4352 0.9354  C8 1.899, O32 1.471, C33 1.831, C44 1.827
32 O 2.1641 1.8521 0.7730  P31 1.471
33 C -0.3034 2.0824 -0.4044  P31 1.831, C34 1.388, C38 1.388
34 C 0.3430 2.4938 -1.5619  C33 1.388, C35 1.383, H43 1.081
35 C -0.3805 3.0173 -2.6177  C34 1.383, C36 1.385, H42 1.080
36 C -1.7561 3.1413 -2.5160  C35 1.385, C37 1.386, H41 1.080
37 C -2.4016 2.7551 -1.3519  C36 1.386, C38 1.383, H40 1.080
38 C -1.6797 2.2299 -0.2959  C33 1.388, C37 1.383, H39 1.080
39 H -2.1877 1.9482 0.6147  C38 1.080
40 H -3.4726 2.8685 -1.2651  C37 1.080
41 H -2.3258 3.5486 -3.3383  C36 1.080
42 H 0.1276 3.3323 -3.5174  C35 1.080
43 H 1.4194 2.4100 -1.6138  C34 1.081
44 C 0.0092 2.1169 2.4533  P31 1.827, C45 1.389, C49 1.388
45 C -1.1615 1.6385 3.0282  C44 1.389, C46 1.383, H54 1.082
46 C -1.6653 2.2397 4.1675  C45 1.383, C47 1.386, H53 1.081
47 C -1.0052 3.3163 4.7378  C46 1.386, C48 1.385, H52 1.080
48 C 0.1658 3.7916 4.1707  C47 1.385, C49 1.383, H51 1.080
49 C 0.6699 3.1920 3.0311  C44 1.388, C48 1.383, H50 1.080
50 H 1.5857 3.5374 2.5736  C49 1.080
51 H 0.6835 4.6278 4.6171  C48 1.080
52 H -1.4036 3.7813 5.6277  C47 1.080
53 H -2.5758 1.8664 4.6143  C46 1.081
54 H -1.6804 0.7940 2.5953  C45 1.082

Atomic partial charges in e from the Mulliken method, atoms 1 to 6: C -1.1491; C -0.5741; C -0.6151; H 0.3122; H 0.2284; C -0.6953

2.
Below is a 3-piece molecular cluster, C21H31BINO5S overall, with properties calculated with ωB97M-V with the def2-TZVPD basis set.

Energy ... -53603.0598 eV
HOMO-LUMO gap ... 0.2790 hartree
Spin multiplicity ... 1
SMILES ... CB(O)N1c2ccccc2Sc2cc(I)ccc21.COCCOC.COCCOC

Last columns: bonded neighbours and bond lengths (Å).
Element x y z (Å)
1 C -3.6820 -2.9079 -3.2097  B2 1.657, H19 1.193, H20 1.170, H21 1.194
2 B -3.5648 -4.1041 -2.0685  C1 1.657, O3 1.506, N4 1.492
3 O -4.8294 -4.8870 -1.8326  B2 1.506, H22 1.017
4 N -2.3545 -4.5116 -1.2962  B2 1.492, C5 1.493, C18 1.493
5 C -1.8907 -3.5664 -0.2380  N4 1.493, C6 1.645, C10 1.674
6 C -2.2647 -1.9736 -0.0707  C5 1.645, C7 1.661, H23 1.169
7 C -1.6951 -1.0521 1.1879  C6 1.661, C8 1.649, H24 1.191
8 C -0.7178 -1.7248 2.3336  C7 1.649, C9 1.640, H25 1.173
9 C -0.2904 -3.3031 2.2035  C8 1.640, C10 1.640, H26 1.191
10 C -0.8642 -4.1724 0.9372  C5 1.674, C9 1.640, S11 1.913
11 S -0.3645 -6.0054 0.7145  C10 1.913, C12 1.913
12 C -0.1545 -6.0851 -1.1850  S11 1.913, C13 1.639, C18 1.674
13 C 1.0655 -6.9554 -1.8495  C12 1.639, C14 1.641, H27 1.191
14 C 1.2517 -6.9694 -3.4803  C13 1.641, I15 2.199, C16 1.641
15 I 2.8430 -8.0711 -4.5249  C14 2.199
16 C 0.1935 -6.0845 -4.3687  C14 1.641, C17 1.654, H28 1.183
17 C -1.0535 -5.2351 -3.6912  C16 1.654, C18 1.645, H29 1.169
18 C -1.2804 -5.2104 -2.0622  N4 1.493, C12 1.674, C17 1.645
19 H -4.7120 -2.3347 -3.0225  C1 1.193
20 H -2.7780 -2.1651 -3.2258  C1 1.170
21 H -3.8330 -3.4503 -4.2621  C1 1.194
22 H -4.4804 -5.7562 -1.4369  O3 1.017
23 H -2.9454 -1.4397 -0.8567  C6 1.169
24 H -2.0137 0.0950 1.2084  C7 1.191
25 H -0.3139 -1.0803 3.2260  C8 1.173
26 H 0.4360 -3.8446 2.9764  C9 1.191
27 H 1.8016 -7.5688 -1.1418  C13 1.191
28 H 0.3001 -6.0278 -5.5458  C16 1.183
29 H -1.7605 -4.6281 -4.3966  C17 1.169
30 C 1.4579 1.9389 2.0576  O31 1.424, H36 1.093, H37 1.094, H38 1.093
31 O 1.8479 0.5777 1.9093  C30 1.424, C32 1.431
32 C 1.8378 0.1567 0.5420  O31 1.431, C33 1.532, H39 1.097, H40 1.095
33 C 3.2553 0.1216 -0.0389  C32 1.532, O34 1.431, H41 1.095, H42 1.096
34 O 3.8068 1.4378 -0.1414  C33 1.431, C35 1.424
35 C 4.7248 1.7199 0.9103  O34 1.424, H43 1.095, H44 1.092, H45 1.095
36 H 1.7065 2.2580 3.0731  C30 1.093
37 H 1.9807 2.5913 1.3518  C30 1.094
38 H 0.3778 2.0311 1.9146  C30 1.093
39 H 1.1805 0.7956 -0.0601  C32 1.097
40 H 1.4272 -0.8582 0.5241  C32 1.095
41 H 3.2075 -0.2825 -1.0560  C33 1.095
42 H 3.9080 -0.5315 0.5515  C33 1.096
43 H 5.6654 1.1888 0.7309  C35 1.095
44 H 4.3235 1.4436 1.8880  C35 1.092
45 H 4.9265 2.7964 0.9092  C35 1.095
46 C 0.0852 5.0813 0.1629  O47 1.424, H52 1.093, H53 1.094, H54 1.093
47 O 0.5418 5.2943 1.4944  C46 1.424, C48 1.431
48 C 1.0583 6.6148 1.6858  O47 1.431, C49 1.532, H55 1.097, H56 1.095
49 C 0.0439 7.5090 2.4064  C48 1.532, O50 1.431, H57 1.095, H58 1.096
50 O -1.1023 7.7582 1.5870  C49 1.431, C51 1.424
51 C -2.2163 6.9536 1.9612  O50 1.424, H59 1.095, H60 1.092, H61 1.095
52 H -0.4978 4.1567 0.1442  C46 1.093
53 H -0.5523 5.8998 -0.1847  C46 1.094
54 H 0.9416 4.9704 -0.5078  C46 1.093
55 H 1.3660 7.0576 0.7307  C48 1.097
56 H 1.9499 6.5202 2.3142  C48 1.095
57 H 0.5103 8.4804 2.6033  C49 1.095
58 H -0.2500 7.0762 3.3694  C49 1.096
59 H -2.6541 7.3384 2.8882  C51 1.095
60 H -1.9383 5.9051 2.0897  C51 1.092
61 H -2.9680 7.0190 1.1673  C51 1.095

Atomic partial charges in e from the Mulliken method, atoms 1 to 6: C -0.9398; B 0.7415; O -0.5625; N 0.0136; C 0.0089; C -0.1578

3.
Below is a 2-piece molecular cluster, C21H31BN3O6P2 overall, with properties calculated with ωB97M-V with the def2-TZVPD basis set.

Energy ... -58282.2152 eV
Net charge ... +1
HOMO-LUMO gap ... 0.2543 hartree
Spin multiplicity ... 1

Last columns: bonded neighbours and bond lengths (Å).
Element x y z (Å)
1 C 5.4614 -3.1528 1.9001  C2 1.578, H28 1.098, H29 1.099, H30 1.103
2 C 5.3823 -1.5815 2.0229  C1 1.578, P3 1.855, H31 1.102, H32 1.101
3 P 3.7561 -0.9687 2.6704  C2 1.855, C4 1.881, C5 1.854
4 C 2.8531 -2.4375 3.4231  P3 1.881, H33 1.098, H34 1.101, H35 1.096
5 C 2.6113 -0.4215 1.3192  P3 1.854, C6 1.409, N24 1.346
6 C 1.5205 0.3777 1.7156  C5 1.409, B7 1.625, C10 1.404
7 B 1.3852 0.7656 3.2879  C6 1.625, N8 1.454, O9 1.381
8 N 0.3557 0.0658 4.0385  B7 1.454, H36 1.022, H37 1.018
9 O 2.2491 1.7107 3.8061  B7 1.381, H38 0.966
10 C 0.5570 0.8183 0.7945  C6 1.404, C11 1.506, C19 1.431
11 C -0.6419 1.6489 1.1682  C10 1.506, C12 1.530, H39 1.104, H40 1.105
12 C -1.9707 0.8997 1.0463  C11 1.530, C13 1.393, C18 1.401
13 C -2.9249 1.4401 0.1865  C12 1.393, C14 1.387, H41 1.096
14 C -4.1850 0.8873 0.0114  C13 1.387, C15 1.399, H42 1.097
15 C -4.5280 -0.2649 0.7271  C14 1.399, C16 1.399, H43 1.090
16 C -3.5697 -0.8271 1.5778  C15 1.399, C17 1.536, C18 1.390
17 C -3.9720 -2.1146 2.3119  C16 1.536, H44 1.100, H45 1.104, H46 1.099
18 C -2.3122 -0.2611 1.7525  C12 1.401, C16 1.390, H47 1.096
19 C 0.7166 0.4217 -0.5708  C10 1.431, C20 1.352, H48 1.093
20 C 1.7840 -0.3232 -0.9383  C19 1.352, P21 1.898, N24 1.370
21 P 1.9004 -0.7226 -2.7899  C20 1.898, O22 1.639, O23 1.635
22 O 3.4403 -0.4144 -3.2588  P21 1.639, H49 0.974
23 O 1.5447 -2.3035 -3.0098  P21 1.635, H50 0.966
24 N 2.6863 -0.7266 0.0108  C5 1.346, C20 1.370, O25 1.386
25 O 3.7278 -1.5243 -0.4366  N24 1.386, C26 1.335
26 C 3.3568 -2.8024 -0.5377  O25 1.335, N27 1.169
27 N 3.0316 -3.8571 -0.9243  C26 1.169
28 H 4.5144 -3.6037 1.5748  C1 1.098
29 H 6.3009 -3.4232 1.2442  C1 1.099
30 H 5.6541 -3.5512 2.9099  C1 1.103
31 H 6.2067 -1.3080 2.7008  C2 1.102
32 H 5.6516 -1.1590 1.0427  C2 1.101
33 H 2.3898 -3.0559 2.6435  C4 1.098
34 H 2.0579 -2.0043 4.0499  C4 1.101
35 H 3.5619 -2.9767 4.0626  C4 1.096
36 H -0.5342 0.4450 3.7093  N8 1.022
37 H 0.4366 0.2346 5.0388  N8 1.018
38 H 2.8477 1.3450 4.4703  O9 0.966
39 H -0.5847 2.0933 2.1774  C11 1.104
40 H -0.6743 2.5100 0.4770  C11 1.105
41 H -2.6827 2.3438 -0.3845  C13 1.096
42 H -4.8967 1.3844 -0.6600  C14 1.097
43 H -5.5210 -0.6905 0.5830  C15 1.090
44 H -3.1462 -2.8402 2.3382  C17 1.100
45 H -4.2083 -1.8544 3.3586  C17 1.104
46 H -4.8884 -2.5417 1.8819  C17 1.099
47 H -1.5979 -0.7250 2.4422  C18 1.096
48 H -0.0536 0.7491 -1.2737  C19 1.093
49 H 4.0090 -1.1992 -3.1590  O22 0.974
50 H 0.7321 -2.3733 -3.5280  O23 0.966
51 O -4.8067 2.4693 -2.2618  C52 1.203
52 C -4.0839 2.5563 -3.2194  O51 1.203, O53 1.346, C56 1.507
53 O -2.9871 1.7793 -3.2900  C52 1.346, C54 1.433
54 C -2.1629 1.6698 -4.4568  O53 1.433, C55 1.515, H57 1.091, H58 1.090
55 C -1.1300 2.7761 -4.5125  C54 1.515, H59 1.090, H60 1.090, H61 1.092
56 C -4.3355 3.5800 -4.2967  C52 1.507, H62 1.090, H63 1.088, H64 1.087
57 H -2.7723 1.6210 -5.3600  C54 1.091
58 H -1.6581 0.7073 -4.3728  C54 1.090
59 H -1.5967 3.7591 -4.5802  C55 1.090
60 H -0.4745 2.6462 -5.3741  C55 1.090
61 H -0.5226 2.7745 -3.6055  C55 1.092
62 H -3.9150 4.5354 -3.9835  C56 1.090
63 H -5.4108 3.6876 -4.4212  C56 1.088
64 H -3.9346 3.3067 -5.2698  C56 1.087

Atomic partial charges in e from the Mulliken method, atoms 1 to 6: C -1.2838; C -0.4013; P -0.1324; C -1.0940; C -0.0913; C 0.3725

- What is the formula in the third record?
  C21H31BN3O6P2

- Look up the energy of the first one.
  -35091.1868 eV